Entry from the Open Molecules 2025 dataset: 2 unconnected molecules or ions with the total composition C6H7ClS (the ωB97M-V functional and the def2-TZVPD basis).

Geometry (Å):
Cl -3.139 -0.099 -0.597
S -1.483 2.102 0.637
C 1.239 3.091 0.535
C -0.038 2.691 0.439
C -0.607 -0.845 -0.819
C 0.796 -2.595 0.206
C 0.626 -1.446 -0.478
C -1.767 -1.056 -0.171
H -0.632 -0.053 -1.575
H -1.951 -1.630 0.737
H 1.817 -2.882 0.440
H -0.057 -3.028 0.597
H 1.752 3.644 -0.342
H 1.872 3.094 1.381
H 1.571 -0.987 -0.990

Properties
SMILES   C=C/C=C/Cl.C=C=S
Lowest unoccupied orbital energy   -0.301 eV
Maximum force   0.073 hartree/bohr
Electronic energy   -29689.53401 eV
Orbital gap   8.1 eV
Total charge   0

Results of the natural (NBO) charge analysis, in e, for atoms 1 through 4: number 1, Cl, carries -0.006; number 2, S, carries 0.171; number 3, C, carries -0.627; number 4, C, carries -0.055